{
  "formula": "C46H71O24P",
  "method": "wB97M-V/def2-TZVPD",
  "gap_ev": 9.10,
  "total_charge": 0,
  "energy_ha": -3942.56839,
  "e_homo_ev": -8.88,
  "lumo_energy_ev": 0.22,
  "elements": ["O", "C", "O", "C", "C", "C", "C", "P", "C", "O", "O", "H", "H", "H", "H", "H", "H", "H", "H", "H", "H", "H", "O", "C", "O", "C", "C", "C", "H", "H", "H", "H", "H", "H", "O", "C", "O", "C", "C", "C", "H", "H", "H", "H", "H", "H", "O", "C", "O", "C", "C", "C", "H", "H", "H", "H", "H", "H", "O", "C", "O", "C", "C", "C", "H", "H", "H", "H", "H", "H", "O", "C", "O", "C", "C", "C", "H", "H", "H", "H", "H", "H", "O", "C", "O", "C", "C", "C", "H", "H", "H", "H", "H", "H", "O", "C", "O", "C", "C", "C", "H", "H", "H", "H", "H", "H", "O", "C", "O", "C", "C", "C", "H", "H", "H", "H", "H", "H", "O", "C", "O", "C", "C", "C", "H", "H", "H", "H", "H", "H", "O", "C", "O", "C", "C", "C", "H", "H", "H", "H", "H", "H"],
  "coordinates": [[3.025, 1.861, 6.790], [2.755, 3.026, 6.856], [2.604, 3.756, 5.718], [1.223, 3.779, 5.264], [0.540, 5.070, 5.764], [-0.824, 4.864, 6.456], [-0.888, 3.665, 7.455], [-2.412, 2.720, 7.077], [-2.171, 1.452, 5.714], [-2.481, 1.729, 4.560], [-1.721, 0.410, 6.144], [2.669, 3.517, 7.843], [0.690, 2.857, 5.523], [1.291, 3.823, 4.178], [0.331, 5.678, 4.860], [1.219, 5.687, 6.361], [-1.624, 4.813, 5.697], [-1.013, 5.767, 7.047], [-1.026, 4.022, 8.483], [-0.001, 3.029, 7.472], [-2.860, 2.060, 8.234], [-3.391, 3.680, 6.737], [2.856, -4.233, 4.449], [2.719, -3.244, 5.114], [3.392, -2.095, 4.877], [3.094, -1.131, 5.908], [1.763, -1.577, 6.491], [1.836, -3.093, 6.330], [3.900, -1.150, 6.646], [3.042, -0.139, 5.473], [1.609, -1.247, 7.516], [0.943, -1.184, 5.886], [2.324, -3.571, 7.183], [0.861, -3.530, 6.155], [-0.109, -4.745, 4.704], [-0.310, -4.584, 3.531], [-1.522, -4.284, 3.018], [-1.455, -4.269, 1.572], [0.013, -4.037, 1.253], [0.708, -4.726, 2.419], [-1.818, -5.223, 1.198], [-2.093, -3.476, 1.188], [0.304, -4.417, 0.281], [0.234, -2.967, 1.276], [0.875, -5.788, 2.225], [1.637, -4.237, 2.680], [-2.642, 6.359, 4.697], [-3.668, 6.643, 5.245], [-4.886, 6.362, 4.729], [-5.914, 6.922, 5.563], [-5.269, 7.099, 6.927], [-3.817, 7.386, 6.557], [-6.234, 7.872, 5.128], [-6.765, 6.246, 5.591], [-5.736, 7.877, 7.527], [-5.326, 6.163, 7.488], [-3.642, 8.449, 6.381], [-3.122, 7.006, 7.301], [0.806, 5.814, 3.058], [0.023, 5.830, 2.144], [0.008, 6.791, 1.203], [-1.114, 6.588, 0.312], [-1.466, 5.119, 0.450], [-1.093, 4.837, 1.902], [-1.931, 7.243, 0.629], [-0.828, 6.847, -0.708], [-2.504, 4.901, 0.209], [-0.836, 4.524, -0.214], [-1.914, 5.057, 2.587], [-0.744, 3.817, 2.044], [-2.890, -5.703, -0.747], [-2.273, -5.235, -1.662], [-0.950, -4.964, -1.601], [-0.526, -4.310, -2.813], [-1.561, -4.691, -3.851], [-2.827, -4.821, -3.012], [-0.495, -3.233, -2.635], [0.471, -4.652, -3.084], [-1.641, -3.970, -4.661], [-1.309, -5.655, -4.285], [-3.345, -3.866, -2.904], [-3.502, -5.577, -3.403], [-1.350, 6.713, -2.526], [-1.329, 7.738, -3.146], [-2.275, 8.696, -3.021], [-2.033, 9.750, -3.971], [-0.557, 9.642, -4.316], [-0.309, 8.143, -4.188], [-2.676, 9.589, -4.839], [-2.284, 10.707, -3.520], [-0.313, 10.050, -5.295], [0.038, 10.177, -3.573], [-0.523, 7.611, -5.116], [0.700, 7.923, -3.850], [-2.046, -1.168, -3.364], [-1.395, -0.715, -4.260], [-0.069, -0.467, -4.156], [0.408, 0.166, -5.358], [-0.603, -0.205, -6.425], [-1.899, -0.302, -5.628], [0.457, 1.244, -5.188], [1.406, -0.198, -5.589], [-0.642, 0.509, -7.246], [-0.358, -1.182, -6.843], [-2.405, 0.661, -5.544], [-2.574, -1.050, -6.035], [0.070, -5.082, -6.418], [-0.016, -6.261, -6.597], [-1.136, -6.974, -6.327], [-0.889, -8.376, -6.542], [0.295, -8.430, -7.492], [1.078, -7.182, -7.098], [-0.671, -8.841, -5.578], [-1.779, -8.839, -6.962], [0.866, -9.354, -7.415], [-0.051, -8.335, -8.523], [1.775, -7.378, -6.281], [1.599, -6.742, -7.944], [3.122, 0.532, -8.229], [3.034, -0.648, -8.396], [1.900, -1.348, -8.146], [2.141, -2.756, -8.336], [3.351, -2.831, -9.254], [4.133, -1.584, -8.855], [2.329, -3.211, -7.361], [1.260, -3.218, -8.774], [3.912, -3.758, -9.150], [3.033, -2.746, -10.295], [4.807, -1.774, -8.018], [4.680, -1.158, -9.692], [3.869, -6.397, -1.631], [4.097, -6.449, -0.457], [3.991, -5.385, 0.369], [4.437, -5.742, 1.694], [4.309, -7.254, 1.761], [4.581, -7.661, 0.317], [5.470, -5.408, 1.816], [3.817, -5.248, 2.437], [4.981, -7.710, 2.484], [3.287, -7.527, 2.033], [5.646, -7.800, 0.124], [4.025, -8.550, 0.030]],
  "atomic_forces_ev_per_a": [[-0.0664, 0.0691, 0.4996], [0.4691, -0.7670, -0.7566], [-0.3167, -0.2087, 0.8686], [0.0323, 1.0584, -0.2967], [-0.8487, 0.0003, -0.6644], [0.4574, -0.0730, 0.3546], [-0.8427, 0.5031, 0.3074], [0.3891, 0.2202, 0.1277], [-0.2420, -1.5206, -2.7309], [-0.3401, 1.6443, 0.4796], [0.7667, -0.4814, 1.9440], [-0.0981, 0.3939, -0.3793], [0.2588, 0.0465, 0.0858], [0.0136, -0.0623, 0.1211], [0.1860, -0.3474, 0.8788], [0.0231, -0.4345, 0.1580], [0.5551, -0.2003, 0.3762], [-0.2099, -0.0844, -0.2390], [0.1527, 0.0110, -0.1613], [-0.2825, -0.2069, -0.2119], [-0.0223, 0.1948, -0.1233], [0.1822, -0.0999, 0.3448], [0.4885, 0.1529, -0.1859], [-0.0466, -0.3369, 0.4215], [-0.0718, -0.1254, -0.0639], [-0.1396, 0.2479, 0.1066], [-0.0491, -0.0572, 0.0699], [-0.1887, 0.6679, 0.0645], [0.0162, -0.0408, -0.0389], [0.1664, -0.0871, -0.1574], [0.0794, 0.0385, -0.0159], [-0.0005, 0.0157, 0.0449], [0.0061, -0.0942, -0.0628], [0.1473, -0.3171, 0.0236], [-0.5325, 0.0579, -0.0116], [0.3183, -0.3674, 0.0087], [0.1051, 0.0849, 0.0902], [0.1375, 0.0483, -0.1477], [0.1364, 0.0213, -0.0164], [-0.3037, 0.4933, -0.4760], [-0.0021, -0.0056, 0.0459], [-0.1266, -0.0269, 0.2189], [-0.0733, -0.0522, -0.0181], [-0.0227, -0.0167, 0.0188], [0.0498, -0.0060, 0.1082], [0.0751, -0.2714, 0.1773], [-0.2652, -0.0026, -0.3072], [0.2213, 0.3878, -0.0774], [0.0810, -0.0589, 0.0826], [-0.2296, 0.0435, 0.1200], [0.0536, 0.1066, 0.1848], [-0.4738, -0.3016, 0.2049], [0.0422, -0.0032, -0.0097], [0.0781, -0.0744, -0.1953], [-0.0355, 0.0048, -0.0649], [-0.0384, 0.0145, -0.0189], [0.1279, -0.0284, -0.0037], [0.2187, 0.1611, -0.1354], [0.2590, 0.3418, -0.8581], [-0.2792, -0.1425, 0.3084], [0.0396, -0.0642, 0.1323], [-0.0053, 0.1167, -0.3072], [-0.0851, -0.1773, 0.0372], [0.0538, -0.0529, -0.5436], [0.0414, -0.0198, 0.0845], [0.1335, 0.0084, 0.7239], [0.0000, 0.0777, 0.0015], [-0.0290, 0.0476, -0.0380], [0.0916, -0.0448, 0.1044], [-0.0436, 0.0414, 0.2975], [0.2099, -0.1773, -0.0113], [-0.5384, 0.1996, -0.0965], [-0.1247, -0.1959, -0.0540], [0.2812, 0.2819, -0.2689], [-0.2975, 0.0802, -0.0483], [0.4610, -0.1356, -0.2403], [-0.0598, -0.0223, 0.0505], [0.0226, -0.0773, 0.2559], [0.0731, 0.0113, 0.0250], [-0.0288, 0.0115, -0.0083], [-0.0410, -0.0371, 0.0630], [-0.1868, 0.0795, 0.1994], [-0.3064, 0.1274, -0.3760], [0.1053, -0.3774, -0.3559], [0.0729, -0.0301, 0.0607], [0.0193, 0.2345, -0.1279], [0.1765, 0.0107, -0.1319], [0.0447, 0.5778, 0.1397], [0.0053, -0.0427, 0.0186], [-0.1307, -0.1193, 0.1343], [-0.0813, 0.0008, -0.0009], [-0.0308, 0.0106, -0.0108], [0.0461, -0.0989, 0.0537], [-0.0578, -0.2897, -0.0599], [0.1156, -0.2378, 0.2270], [-0.3196, 0.2294, -0.0094], [-0.0967, -0.0929, 0.0083], [0.1738, 0.0845, -0.2194], [-0.2110, 0.0312, -0.2499], [0.4917, -0.1473, -0.2743], [-0.0284, -0.0196, 0.0433], [0.0032, -0.0378, 0.1726], [0.0910, 0.0157, 0.0314], [0.0512, 0.0373, -0.0004], [-0.0853, -0.0588, 0.0658], [-0.2046, 0.0951, 0.1947], [-0.2055, 0.0851, -0.1392], [0.4386, 0.0859, 0.1158], [0.0397, 0.0656, -0.1202], [-0.0123, -0.2776, -0.0340], [0.1925, -0.0719, -0.0922], [-0.3240, -0.3703, -0.2874], [0.0141, 0.0451, 0.0044], [-0.1095, 0.1737, 0.0928], [-0.0503, -0.0044, 0.0674], [-0.0218, -0.0215, 0.0256], [0.0404, 0.1153, -0.0148], [0.1368, 0.1736, 0.1874], [-0.3012, 0.0899, 0.0292], [0.4085, 0.1286, 0.1588], [0.0528, 0.0126, -0.0968], [0.0179, -0.2765, -0.0192], [0.1709, -0.0557, -0.0741], [-0.3277, -0.3827, -0.3334], [-0.0373, 0.0210, -0.0025], [-0.1217, 0.1596, 0.1281], [-0.0493, -0.0045, 0.0666], [-0.0137, -0.0171, 0.0214], [0.0392, 0.1091, -0.0151], [0.1342, 0.1831, 0.1963], [-0.1557, 0.1942, -0.0256], [0.2635, -0.1448, -0.1979], [-0.0282, -0.1622, -0.0700], [-0.0635, 0.0424, 0.3956], [0.0695, -0.2212, -0.0212], [-0.3169, 0.0675, 0.4955], [-0.0070, 0.0026, -0.0774], [0.0035, 0.1937, -0.1464], [0.0177, 0.0800, 0.0090], [0.0168, 0.0395, 0.0291], [-0.0299, -0.0360, -0.1062], [0.1609, -0.0031, -0.2591]],
  "mulliken_charge": [-0.434, 0.058, -0.403, -0.445, -0.489, 0.053, -0.547, 0.127, 0.673, -0.613, -0.592, 0.427, 0.402, 0.165, 0.078, 0.465, -0.089, 0.230, 0.469, 0.383, 0.136, 0.019, -0.643, 0.475, -0.350, -0.347, -0.442, -0.326, 0.212, 0.263, 0.378, 0.206, 0.293, 0.268, -0.633, 0.301, -0.391, -0.336, -0.476, 0.306, 0.205, 0.370, 0.255, 0.239, 0.141, -0.031, -0.593, 0.550, -0.349, -0.477, -0.562, -0.272, 0.278, 0.337, 0.340, 0.239, 0.340, 0.133, -0.660, 0.554, -0.397, 0.010, -0.624, -0.156, 0.270, -0.067, 0.368, 0.293, 0.046, 0.370, -0.621, 0.368, -0.248, -0.460, 0.102, -0.610, 0.107, 0.412, 0.506, -0.180, 0.236, 0.330, -0.672, 0.611, -0.345, -0.438, -0.497, -0.438, 0.275, 0.315, 0.321, 0.272, 0.257, 0.281, -0.615, 0.661, -0.361, -0.444, -0.110, -0.588, 0.271, 0.221, 0.411, -0.028, 0.307, 0.285, -0.485, 0.613, -0.359, -0.459, -0.521, -0.446, 0.280, 0.307, 0.333, 0.269, 0.274, 0.241, -0.582, 0.404, -0.254, -0.193, -0.539, -0.402, 0.162, 0.230, 0.320, 0.299, 0.262, 0.298, -0.625, 0.529, -0.340, 0.009, -0.529, -0.398, 0.295, -0.031, 0.402, 0.211, 0.246, 0.304]
}